17
Properties=species:S:1:pos:R:3:forces:R:3:mulliken_charge:R:1 method="wB97M-V/def2-TZVPD" smiles=CCO[C@H]1O[C@@H]1C total_charge=0 relative_energy_kcal_mol=70.2
O 0.78004 0.16761 -0.46266 0.3 -0.2 -0.6 -0.363
C -0.56157 0.28091 -0.68952 0.4 0.8 0.2 -0.021
C -2.28778 1.67436 0.56808 -0.3 -0.2 -0.1 -1.126
O -1.49637 -0.73941 -0.60573 -0.7 0.6 0.6 -0.520
H 3.01873 -2.17831 -0.02492 0.0 0.0 0.0 0.377
H 1.49678 -0.61437 1.33103 -0.1 0.0 -0.3 0.294
H 2.18557 -1.58944 -1.49632 0.2 -0.1 0.2 0.288
C 1.26662 -0.92237 0.29618 0.1 -0.2 0.0 -0.235
H -1.18212 -0.07699 1.34892 0.2 0.2 0.0 0.366
C -1.46591 0.40309 0.41840 -0.2 -0.1 0.1 0.071
H 0.51335 -1.71784 0.33470 0.2 0.1 0.0 0.364
C 2.49973 -1.33328 -0.47849 0.1 -0.2 0.1 -1.233
H -2.10524 2.07890 1.57558 -0.1 -0.3 -0.2 0.291
H 3.17343 -0.47137 -0.54491 0.0 -0.2 0.0 0.299
H -0.72541 0.89133 -1.57791 0.2 0.2 0.2 0.498
H -3.35999 1.54379 0.45794 -0.2 0.0 0.0 0.304
H -1.94845 2.45497 -0.12577 -0.2 -0.3 0.0 0.346